Below is a cluster of 2 separate species, C8H21NSi in total at a distorted geometry, with properties calculated with the ωB97M-V functional and the def2-TZVPD basis.

Properties
LUMO energy (spin up / spin down) = -0.60 / -1.33 eV
HOMO-LUMO gap (spin up / spin down) = 4.825 / 3.502 eV

Structure (XYZ):
```
31
Properties=species:S:1:pos:R:3:lowdin_charge:R:1
C -2.409 -1.554 -1.421 -0.13
C 1.696 -1.040 1.167 -0.14
C -0.076 -1.648 2.683 -0.13
C 2.352 1.899 -1.687 -0.24
C -0.969 2.371 -1.683 -0.23
C -1.918 -1.248 0.025 -0.24
C -0.501 -2.012 0.184 -0.15
C 0.278 -1.259 1.323 -0.36
N 1.086 2.947 0.662 -0.08
Si 0.648 1.994 -0.651 0.65
H -2.802 -2.618 -1.452 0.08
H -1.533 -1.308 -2.092 0.08
H -3.304 -0.944 -1.412 0.05
H 2.239 -2.018 1.031 0.11
H 2.196 -0.611 1.980 0.06
H 1.779 -0.410 0.253 0.03
H 0.014 -0.915 3.531 0.09
H -1.136 -1.846 2.794 0.06
H 0.431 -2.509 3.071 0.07
H 2.926 2.776 -1.386 -0.01
H 2.951 1.015 -1.394 0.00
H 2.176 1.825 -2.865 0.06
H -1.811 2.249 -1.000 0.00
H -0.911 3.482 -2.071 0.07
H -1.137 1.625 -2.367 -0.04
H -2.621 -1.683 0.755 0.11
H -1.676 -0.244 0.058 0.03
H 0.130 -1.660 -0.673 0.10
H -0.538 -3.047 0.211 0.08
H 0.553 2.998 1.481 0.01
H 1.887 3.393 0.943 0.00
```

Below is a structure of composition C25H20IN3NiO2 at a distorted geometry, with properties calculated with the ωB97M-V functional and the def2-TZVPD basis.

Properties
LUMO energy (spin up / spin down) = -0.01 / -0.01 eV
HOMO-LUMO gap (spin up / spin down) = 7.544 / 7.541 eV

Structure (XYZ):
```
52
Properties=species:S:1:pos:R:3:lowdin_charge:R:1
Ni -0.726 0.252 0.738 0.28
C -2.722 -0.475 -3.341 -0.03
C -1.251 -0.203 -3.397 -0.27
N -0.596 -0.484 -4.492 0.11
C 0.732 -0.224 -4.553 -0.12
C 1.437 0.332 -3.522 -0.18
C 2.902 0.628 -3.704 -0.21
O 3.196 2.025 -3.669 -0.07
C 0.762 0.614 -2.308 -0.09
C 1.466 1.265 -1.224 -0.03
N 1.039 1.279 -0.016 0.02
C 1.683 2.072 0.948 -0.32
C 3.060 2.097 1.145 -0.02
C 3.611 2.876 2.151 -0.07
C 2.796 3.642 2.973 -0.09
C 1.420 3.635 2.784 -0.14
C 0.882 2.849 1.781 -0.57
I -1.185 2.825 1.424 1.24
C -0.620 0.331 -2.209 -0.33
O -1.346 0.500 -1.165 -0.13
H -3.024 -1.025 -4.229 0.08
H -3.280 0.463 -3.291 0.09
H -2.978 -1.035 -2.440 0.07
H 1.225 -0.486 -5.482 0.10
H 3.238 0.189 -4.647 0.11
H 3.501 0.188 -2.905 0.12
H 2.670 2.453 -4.352 0.10
H 2.361 1.834 -1.486 0.13
H 3.691 1.481 0.517 0.12
H 4.683 2.878 2.298 0.11
H 3.225 4.240 3.766 0.10
H 0.775 4.233 3.413 0.10
C -1.149 -3.548 -1.172 -0.04
C -2.113 -4.092 -0.334 -0.05
C -2.390 -3.475 0.872 0.00
C -1.715 -2.306 1.203 -0.20
N -0.843 -1.743 0.347 0.08
C -0.546 -2.365 -0.794 -0.08
C -1.793 -1.587 2.478 -0.19
C -2.349 -2.128 3.634 -0.04
C -2.235 -1.449 4.835 -0.09
C -1.541 -0.247 4.874 -0.09
C -1.003 0.295 3.713 -0.14
C -1.140 -0.348 2.484 -0.16
H -0.880 -4.013 -2.110 0.11
H -2.633 -4.999 -0.613 0.11
H -3.122 -3.887 1.552 0.11
H 0.207 -1.904 -1.416 0.12
H -2.846 -3.091 3.607 0.10
H -2.660 -1.867 5.738 0.10
H -1.415 0.272 5.817 0.10
H -0.461 1.231 3.783 0.05
```

Below is a structure of composition C28H23Cl4GeMnN4O2S, with properties calculated with the ωB97M-V functional and the def2-TZVPD basis.

Properties
Total charge = +1
LUMO energy (spin up / spin down) = -4.14 / -4.19 eV
HOMO-LUMO gap (spin up / spin down) = 6.496 / 6.354 eV
Expectation value of S² = 0.805
Multiplicity = 2

Structure (XYZ):
```
64
Properties=species:S:1:pos:R:3:mulliken_spin:R:1
Mn -0.301 -0.644 0.387 1.20
Cl 4.735 -2.295 -3.921 0.00
C 3.878 -1.830 -2.503 0.00
C 2.495 -1.737 -2.578 0.00
C 1.773 -1.347 -1.453 0.02
N 0.401 -1.152 -1.324 -0.01
C -0.472 -1.373 -2.341 0.00
O -0.242 -1.845 -3.436 0.03
C -1.849 -0.873 -1.996 0.01
C -2.885 -0.981 -2.897 0.00
C -4.116 -0.441 -2.557 0.00
C -4.248 0.216 -1.343 0.00
C -3.156 0.278 -0.496 0.00
N -1.978 -0.276 -0.801 -0.03
C 2.484 -1.090 -0.291 0.00
C 3.855 -1.189 -0.193 0.00
C 4.568 -1.558 -1.321 0.00
Cl 6.283 -1.683 -1.216 0.00
N 1.664 -0.754 0.876 -0.05
C 2.099 0.491 1.531 0.01
O 2.994 0.518 2.311 0.00
C 1.354 1.668 0.997 -0.01
C 1.780 2.954 1.232 0.00
C 1.055 3.991 0.656 0.01
C -0.042 3.680 -0.126 0.00
C -0.412 2.350 -0.291 0.01
N 0.270 1.354 0.271 -0.03
H 1.989 -1.964 -3.503 0.00
H -2.698 -1.478 -3.838 0.00
H -4.955 -0.518 -3.235 0.00
H -5.180 0.674 -1.046 0.00
H -3.224 0.790 0.453 0.00
H 4.374 -0.993 0.735 0.00
H 2.661 3.118 1.836 0.00
H 1.352 5.020 0.807 0.00
H -0.622 4.452 -0.612 0.00
H -1.266 2.075 -0.892 0.00
Cl -1.524 -0.048 2.335 0.00
C -2.936 -1.118 2.275 0.00
C -4.049 -0.728 2.990 0.00
C -5.161 -1.553 2.953 0.00
C -5.121 -2.727 2.215 0.00
C -3.977 -3.080 1.518 0.00
Cl -3.976 -4.556 0.623 0.00
C -2.826 -2.280 1.517 0.00
S -1.366 -2.750 0.682 -0.02
H -4.047 0.192 3.559 0.00
H -6.053 -1.286 3.503 0.00
H -5.980 -3.383 2.176 0.00
C -0.390 -3.150 4.040 0.00
Ge 1.052 -1.954 3.572 0.01
C 0.990 -0.263 4.531 0.00
C 2.777 -2.795 3.829 -0.01
C 1.028 -1.758 1.574 -0.15
H -0.320 -3.386 5.103 0.00
H -0.313 -4.076 3.470 0.00
H -1.365 -2.709 3.843 0.00
H 0.389 -0.414 5.428 0.00
H 0.550 0.563 3.975 0.00
H 2.000 0.022 4.823 0.00
H 2.875 -3.077 4.878 0.00
H 3.585 -2.108 3.576 0.00
H 2.869 -3.697 3.223 0.00
H 1.187 -2.721 1.097 0.00
```

Below is the molecule C3H4FNO at a distorted geometry, with properties calculated with the ωB97M-V functional and the def2-TZVPD basis.

Properties
LUMO energy = 1.01 eV
HOMO-LUMO gap = 9.982 eV
SMILES string = O=CN/C=C/F

Structure (XYZ):
```
10
Properties=species:S:1:pos:R:3:lowdin_charge:R:1
O 1.181 2.464 -0.872 0.06
C 0.990 1.299 -0.928 -0.36
N 0.320 0.629 0.081 0.03
C -0.168 -0.640 0.068 -0.14
C -0.995 -1.173 0.909 -0.16
F -1.327 -2.459 0.713 0.00
H 1.132 0.683 -1.861 0.15
H 0.256 1.253 0.913 0.18
H 0.175 -1.283 -0.741 0.14
H -1.564 -0.774 1.718 0.11
```

Calculated DFT total energy, -17998.6882; -83958.0091; -188221.5409; -9429.9110 eV (same order as the records).